One molecule with the formula C13H14ClN3O3S in a non-equilibrium geometry. Source: OMol25; level of theory: ωB97M-V/def2-TZVPD.

```
35
Properties=species:S:1:pos:R:3:lowdin_charge:R:1
C 1.25170 0.83838 3.65845 -0.05
O 1.45903 -0.56682 3.58187 -0.04
C 0.95580 -1.19325 2.52169 -0.33
C 1.16272 -2.56996 2.37688 0.05
C 0.62282 -3.15562 1.24650 -0.32
C 0.79010 -4.61406 0.96122 -0.03
N -0.07925 -2.45341 0.35715 0.16
C -0.24100 -1.15922 0.60159 -0.40
N -0.98347 -0.43112 -0.28941 -0.18
C -1.51150 -1.06502 -1.47662 -0.06
S -1.58153 1.12668 -0.02254 0.68
O -1.18918 1.65913 1.23851 -0.28
O -2.98242 1.08727 -0.32024 -0.28
C -0.78915 2.03697 -1.35801 -0.29
C -1.58054 2.57808 -2.35435 -0.05
C -0.99860 3.28771 -3.39088 -0.06
C 0.37832 3.45192 -3.42146 -0.07
C 1.17543 2.91123 -2.42746 -0.09
C 0.58638 2.19855 -1.38983 -0.63
Cl 1.53993 1.50313 -0.14814 0.81
N 0.26902 -0.49959 1.62878 0.14
H 2.04800 1.35662 3.11869 0.09
H 0.29111 1.11375 3.22044 0.07
H 1.29328 1.09501 4.71522 0.09
H 1.72265 -3.12390 3.10952 0.12
H 0.30474 -5.20199 1.73805 0.08
H 1.84593 -4.87626 0.94926 0.08
H 0.34465 -4.85248 0.00036 0.08
H -2.55024 -0.76156 -1.59357 0.08
H -0.93720 -0.75842 -2.35473 0.10
H -1.43999 -2.14296 -1.35012 0.08
H -2.64661 2.42931 -2.28856 0.11
H -1.61458 3.71147 -4.16839 0.11
H 0.83748 4.00671 -4.22552 0.11
H 2.24619 3.03376 -2.44434 0.11
```

Results
SMILES: COc1cc(C)nc(N(C)S(=O)(=O)c2ccccc2Cl)n1
Energy (hartree): -1752.143581
E_HOMO (eV): -8.76
Multiplicity: 1

=====

C19H48O4P2PdSSi as an isolated structure in a non-equilibrium geometry. Source: OMol25; level of theory: ωB97M-V/def2-TZVPD.

```
76
Properties=species:S:1:pos:R:3:mulliken_spin:R:1
Pd 0.29058 0.03002 -0.51798 0.82
H -1.40774 -0.37424 0.51860 0.03
H -1.47344 0.40605 0.38082 -0.02
P 0.02732 -2.28375 -0.77819 0.12
P 0.00475 2.34639 -0.72110 0.11
C 1.49073 3.24084 -0.17736 -0.01
H 1.41597 4.28999 -0.50261 0.00
H 1.56710 3.19114 0.91664 0.00
H 2.38218 2.77195 -0.61582 0.00
C -0.42548 3.02848 -2.35378 0.01
H -1.44435 2.71720 -2.62844 0.00
H -0.36450 4.12799 -2.34346 0.01
H 0.27384 2.62680 -3.10155 0.00
C -1.27652 2.86001 0.46444 0.01
H -1.07318 2.43758 1.46142 0.00
H -1.32023 3.95641 0.52890 0.00
H -2.24780 2.48095 0.11329 0.00
C -0.18153 -2.93832 -2.45367 0.02
H -0.17090 -4.03821 -2.43439 0.01
H -1.13498 -2.58600 -2.87216 0.00
H 0.63770 -2.57021 -3.08597 0.00
C 1.44968 -3.13159 -0.04116 0.00
H 1.46728 -2.92853 1.03918 0.00
H 1.35311 -4.20855 -0.23543 0.01
H 2.37383 -2.74540 -0.48585 0.00
C -1.38409 -2.85480 0.21365 0.02
H -2.29918 -2.33651 -0.10322 0.00
H -1.50827 -3.93552 0.05965 0.00
H -1.20122 -2.64990 1.27905 -0.01
C 2.19644 0.02876 -0.25739 0.21
O 3.29585 0.04577 0.10897 -0.02
H 0.31716 0.09978 -2.17236 0.51
C 1.86420 3.41745 5.23011 0.00
C 2.09639 1.95464 4.82348 0.01
C 2.77497 1.89551 3.46549 0.00
C 2.98533 1.24525 5.84329 0.00
O 0.78446 1.35679 4.80190 0.02
Si -0.03893 0.13871 4.00229 0.00
S 0.73340 -0.61941 2.28918 0.09
O -0.30436 -0.99440 5.18384 0.02
C 0.43890 -1.98479 5.92501 0.00
C 1.59713 -2.50471 5.09357 0.01
C 0.89505 -1.41842 7.28124 0.00
C -0.54044 -3.11313 6.23980 0.00
O -1.48084 0.94906 3.77021 0.00
C -2.85427 0.48041 3.79095 -0.01
C -3.19062 -0.14876 2.44632 0.04
C -3.10258 -0.51878 4.92045 0.00
C -3.69727 1.73543 4.01864 0.00
H 2.80724 3.97423 5.29436 0.00
H 1.37646 3.45740 6.20829 0.00
H 1.21655 3.90736 4.49313 0.00
H 3.78597 2.32167 3.52422 0.00
H 2.87282 0.86822 3.10063 0.00
H 2.21920 2.46290 2.71707 0.00
H 2.55342 1.30665 6.84673 0.00
H 3.11617 0.18779 5.56285 0.00
H 3.97656 1.72485 5.85798 0.00
H 2.36468 -1.74133 4.94874 0.00
H 2.07232 -3.33943 5.62478 0.00
H 1.26314 -2.86169 4.11216 0.00
H 0.08605 -1.51800 8.01274 0.00
H 1.75187 -1.99658 7.66615 0.00
H 1.15873 -0.35446 7.23895 0.00
H -1.32746 -2.75321 6.90923 0.00
H -1.00783 -3.50648 5.33277 0.00
H -0.04512 -3.94081 6.76422 0.00
H -2.45030 -0.91949 2.19909 -0.01
H -4.18603 -0.61602 2.46900 0.01
H -3.19831 0.61834 1.66466 -0.01
H -2.84243 -0.09212 5.89696 0.00
H -4.17332 -0.77602 4.93018 0.00
H -2.53692 -1.44922 4.77735 0.00
H -3.48963 2.16725 5.00283 0.00
H -3.47376 2.49431 3.25906 0.00
H -4.76352 1.50596 3.96738 0.00
```

Results
Energy (hartree): -2552.041593
E_HOMO (spin up / spin down) (eV): -5.66 / -7.71
Multiplicity: 3

=====

A 2-piece molecular cluster, C5H13NO overall in a non-equilibrium geometry. Source: OMol25; level of theory: ωB97M-V/def2-TZVPD.

```
20
Properties=species:S:1:pos:R:3:lowdin_charge:R:1
C 0.64796 0.77454 -2.22753 -0.07
C 0.23683 0.25291 -0.85986 -0.29
C 0.17153 -1.23354 -0.80212 -0.08
C 0.10228 1.07368 0.21544 -0.36
C -0.62471 0.62222 1.42428 -0.06
N 0.41430 2.45375 0.20029 0.07
H 0.92589 1.82681 -2.15574 0.05
H -0.17233 1.00506 -2.92943 0.08
H 1.37746 0.18941 -2.77698 0.07
H -0.13543 -1.68430 -1.74333 0.08
H -0.25338 -1.64139 0.11414 0.04
H 1.18572 -1.67420 -0.72831 0.09
H -1.63139 1.07603 1.44021 0.09
H -0.76056 -0.44351 1.57836 0.04
H -0.23217 0.97200 2.38774 0.08
H 1.07772 2.84120 -0.41604 0.06
H -0.42040 3.00936 0.29786 0.08
O -0.59919 -3.03925 2.70872 -0.07
H -1.37541 -2.92862 2.12244 0.04
H 0.06528 -3.45215 2.14985 0.03
```

Results
SMILES: CC(C)=C(C)N.O
Energy (hartree): -328.260331
E_HOMO (eV): -7.79
Multiplicity: 1

=====

One molecule with the formula C2H3NO2S in a non-equilibrium geometry. Source: OMol25; level of theory: ωB97M-V/def2-TZVPD.

```
9
Properties=species:S:1:pos:R:3:lowdin_charge:R:1
S -1.83793 -0.79161 0.19594 0.72
C -0.40057 -0.08192 0.07551 -0.95
N 0.67672 -0.72893 -0.53616 0.03
O 1.65030 0.29239 -0.81590 -0.06
C 1.51365 0.99382 0.36218 -0.18
O 0.06150 1.08384 0.55231 -0.02
H 0.38724 -1.16308 -1.43983 0.16
H 2.03985 1.99164 0.24262 0.16
H 1.86976 0.45848 1.29790 0.15
```

Results
SMILES: S=C1NOCO1
Energy (hartree): -681.354984
E_HOMO (eV): -9.12
Multiplicity: 1

=====

C21H35BHfO2P2 as an isolated structure in a non-equilibrium geometry. Source: OMol25; level of theory: ωB97M-V/def2-TZVPD.

```
62
Properties=species:S:1:pos:R:3:lowdin_charge:R:1
P -3.47906 -2.21939 1.14946 0.72
P -0.74971 -3.40444 2.47052 0.79
C -3.49158 -3.92158 1.96350 -0.33
C -2.33916 -4.23111 2.93057 -0.39
H -3.43199 -4.57541 1.07355 0.11
H -4.47621 -4.06040 2.44504 0.11
H -2.57473 -3.99100 3.97407 0.10
H -2.19607 -5.31680 2.84664 0.09
C -0.00562 -5.04446 2.05474 -0.23
H 1.09159 -5.05212 2.07271 0.07
H -0.32879 -5.41205 1.07570 0.04
H -0.33375 -5.79680 2.79610 0.08
C 0.44997 -3.13625 3.84136 -0.25
H 0.57890 -4.10203 4.35731 0.07
H 0.12172 -2.33788 4.52215 0.03
H 1.39541 -2.83221 3.35862 0.08
C -4.52720 -2.50615 -0.23411 -0.22
H -4.72266 -1.58414 -0.78987 0.08
H -5.45334 -2.87816 0.22722 0.08
H -4.09132 -3.25848 -0.89750 0.06
C -4.63350 -1.36910 2.28456 -0.27
H -4.14137 -1.17519 3.25819 0.03
H -5.45562 -2.08035 2.42742 0.08
H -4.96808 -0.42396 1.83189 0.08
Hf -1.86008 -1.20131 2.45314 1.39
C 1.52461 -4.14380 -0.72980 -0.13
C 1.06371 -5.37035 -0.98768 -0.13
C -0.11572 -5.67877 -1.83936 -0.18
C -0.13349 -4.94669 -3.20094 -0.18
C -1.10594 -3.81994 -3.24826 -0.09
C -1.29231 -2.91173 -2.25512 -0.13
C -0.15531 -2.28421 -1.49679 -0.20
C 1.28827 -2.89619 -1.50402 -0.18
C -2.84172 0.88746 2.66857 -0.25
H 2.09964 -3.94815 0.17742 0.10
H 1.46221 -6.19937 -0.41341 0.11
H -1.02794 -5.41692 -1.26333 0.11
H -0.16847 -6.76799 -2.02075 0.12
H 0.84206 -4.51313 -3.43443 0.11
H -0.37396 -5.68619 -3.97930 0.12
H -1.68814 -3.84065 -4.17334 0.11
H -2.22711 -2.32441 -2.19704 0.08
H -0.43476 -2.10419 -0.43965 0.06
H 0.00428 -1.29364 -1.97030 0.11
H 1.67301 -2.88042 -2.53676 0.13
H 1.88265 -2.14443 -0.94848 0.11
H -2.14516 1.49558 3.25885 0.01
H -3.80895 0.95567 3.18650 0.01
H -2.97128 1.43056 1.71947 0.03
O -0.42840 0.02239 1.40052 -0.15
B -0.00620 -0.05535 2.91933 -0.38
O 1.08980 0.75812 3.06214 0.19
C 1.34177 1.30712 1.83050 -0.20
C 2.44303 2.03740 1.48619 0.04
C 2.54064 2.40657 0.14115 -0.04
C 1.59579 2.05776 -0.82253 -0.04
C 0.47869 1.29736 -0.46399 0.03
C 0.41416 0.91046 0.87127 -0.24
H 3.18553 2.23132 2.26299 0.15
H 3.40199 3.00377 -0.12724 0.12
H 1.72548 2.38231 -1.85528 0.12
H -0.29946 0.98656 -1.15269 0.12
```

Results
Total charge: +2
Energy (hartree): -1726.467547
E_HOMO (eV): -13.48
Multiplicity: 1

=====

CH3IOS2 as an isolated structure. Source: OMol25; level of theory: ωB97M-V/def2-TZVPD.

```
8
Properties=species:S:1:pos:R:3:mulliken_spin:R:1
C 0.23796 -0.26759 0.34199 0.00
O 0.59394 2.97037 0.66070 1.86
S -2.60447 0.50412 -0.50370 0.07
S -0.75311 1.06610 -0.44144 0.05
I 2.25992 0.05009 -0.22823 0.01
H 0.14691 -0.15257 1.41977 0.00
H -0.10758 -1.24773 0.01505 0.00
H -0.25935 0.84696 -1.71618 0.01
```

Results
Energy (hartree): -1209.008629
E_HOMO (spin up / spin down) (eV): -8.71 / -8.74
Multiplicity: 3

=====

Question: multiplicity of number 1 (C13H14ClN3O3S)?
Answer: 1